{"formula": "C22H24BN8S2Sn", "method": "ωB97M-V/def2-TZVPD", "homo_ev": [-6.60, -7.72], "multiplicity": 2, "max_force_ev_per_a": 1.4, "s_squared": 0.754, "relative_energy_ev": 0.000, "e_lumo_ev": [0.7, -0.7], "total_energy_ha": -2326.46269, "elements": ["Sn", "C", "C", "C", "C", "N", "N", "B", "N", "C", "C", "C", "C", "N", "N", "C", "C", "C", "C", "N", "N", "C", "C", "C", "C", "N", "H", "H", "H", "H", "H", "H", "H", "H", "H", "H", "H", "H", "H", "H", "H", "H", "H", "H", "H", "H", "S", "C", "C", "C", "C", "C", "C", "S", "H", "H", "H", "H"], "positions_angstrom": [[-11.40207, -13.05917, -1.90195], [-13.53889, -10.48826, -0.57978], [-14.13159, -11.85623, -0.75633], [-15.46896, -12.21862, -0.46319], [-15.54484, -13.52691, -0.83842], [-14.36901, -13.92871, -1.32893], [-13.48096, -12.89055, -1.29756], [-14.09016, -15.34726, -1.95161], [-13.51742, -15.15492, -3.38340], [-13.81312, -15.83730, -4.50907], [-13.06766, -15.32674, -5.52517], [-12.27088, -14.33083, -4.92743], [-11.20219, -13.48197, -5.54847], [-12.54918, -14.24672, -3.63257], [-12.96511, -16.01692, -1.06475], [-12.82887, -17.19101, -0.42647], [-11.61471, -17.18178, 0.19821], [-11.03369, -15.95098, -0.11450], [-9.69392, -15.39863, 0.27276], [-11.85382, -15.25011, -0.87287], [-15.38223, -16.15964, -2.05429], [-15.91148, -17.25291, -1.45154], [-17.19496, -17.41167, -1.88889], [-17.38942, -16.33359, -2.78195], [-18.63357, -15.96965, -3.56893], [-16.31339, -15.58891, -2.86069], [-14.34119, -9.79909, -0.25849], [-13.10872, -10.11143, -1.48855], [-12.74141, -10.53528, 0.15516], [-16.24644, -11.62780, -0.00176], [-16.38247, -14.22848, -0.78140], [-14.54293, -16.62408, -4.47538], [-13.03433, -15.63686, -6.55923], [-11.21651, -13.59162, -6.63780], [-10.21867, -13.75987, -5.17929], [-11.32159, -12.42103, -5.34884], [-13.52539, -18.00241, -0.47434], [-11.17090, -17.94710, 0.82398], [-9.08236, -16.18954, 0.70591], [-9.76791, -14.57230, 0.96076], [-9.16671, -15.02594, -0.60532], [-15.38497, -17.85216, -0.73779], [-17.87681, -18.19523, -1.63008], [-19.41312, -16.73988, -3.50328], [-18.41220, -15.85618, -4.63432], [-19.08120, -15.04054, -3.23318], [-10.44904, -12.04582, 0.11137], [-10.16934, -10.44293, -0.54344], [-9.64540, -9.55068, 0.34979], [-9.42877, -8.25071, 0.00170], [-9.79996, -7.80595, -1.26144], [-10.35519, -8.68281, -2.17996], [-10.49290, -10.01857, -1.84072], [-11.15084, -10.98827, -3.13300], [-9.40076, -9.88470, 1.35958], [-9.01342, -7.54102, 0.70684], [-9.65133, -6.77151, -1.49925], [-10.68366, -8.32932, -3.13960]], "forces_ev_per_a": [[0.4, -1.1, -0.4], [-0.7, -0.3, 0.5], [-0.7, 0.8, -0.1], [0.9, 0.4, 0.1], [-0.6, -1.0, 0.0], [0.0, -0.7, -0.4], [-1.0, 0.0, 0.4], [0.7, -0.2, 0.2], [-0.2, -0.4, 0.4], [-0.4, 0.1, 0.9], [0.8, 0.3, -0.6], [0.3, 0.2, -0.3], [-0.2, -0.1, -0.4], [-0.4, 0.0, -0.3], [-0.8, 0.6, -0.6], [0.2, 0.2, -0.2], [0.9, -0.4, 0.7], [0.6, 0.2, 0.3], [0.0, -0.6, -0.3], [-0.8, -0.3, 0.0], [0.2, 0.5, 0.2], [0.1, -0.1, 0.2], [0.1, 0.2, -0.3], [-1.1, 0.0, -0.3], [0.1, -0.5, -0.2], [0.1, 0.1, -0.3], [0.5, -0.3, 0.0], [0.1, 0.1, -0.5], [0.0, 0.2, 0.2], [0.2, 0.0, -0.1], [0.5, 0.4, -0.1], [-0.1, 0.0, -0.1], [-0.1, 0.0, 0.1], [0.1, -0.1, 0.2], [0.1, -0.1, 0.0], [-0.2, 0.0, 0.1], [-0.2, 0.1, -0.1], [-0.2, 0.1, -0.2], [0.0, 0.1, 0.1], [-0.1, 0.2, 0.3], [0.0, 0.0, -0.1], [0.1, 0.0, 0.1], [-0.2, -0.1, 0.1], [0.3, 0.1, 0.2], [0.1, 0.0, 0.2], [0.1, 0.2, 0.2], [0.0, -0.3, 0.2], [-0.4, -0.7, -0.7], [0.6, 0.2, 1.2], [0.0, 1.0, -0.3], [0.0, -0.1, 0.1], [0.6, 0.6, 0.8], [-0.2, 0.0, 0.0], [-0.3, -0.2, -0.5], [-0.1, 0.0, -0.3], [0.0, -0.1, 0.0], [0.0, 0.4, -0.2], [0.0, 0.0, -0.3]], "lowdin_spin": [0.3816, 0.0007, 0.0005, 0.0003, -0.0001, -0.0001, 0.0061, 0.0026, 0.0059, 0.0056, 0.0018, 0.0105, 0.0045, 0.0962, 0.0074, 0.0034, 0.0014, 0.0078, 0.0076, 0.0940, -0.0001, 0.0000, 0.0000, 0.0000, 0.0000, 0.0000, 0.0000, 0.0007, 0.0007, 0.0000, 0.0000, 0.0008, 0.0003, 0.0001, 0.0035, -0.0001, 0.0007, 0.0002, 0.0003, -0.0002, 0.0084, 0.0000, 0.0000, 0.0000, 0.0000, 0.0000, 0.1546, 0.0142, 0.0066, 0.0004, 0.0016, 0.0059, 0.0141, 0.1458, 0.0018, 0.0000, 0.0001, 0.0017]}